{"formula": "C4H5LiNdO6", "method": "wB97M-V/def2-TZVPD", "symbols": ["Nd", "O", "O", "O", "O", "O", "O", "C", "C", "C", "C", "Li", "H", "H", "H", "H", "H"], "positions_angstrom": [[3.35874, 2.18569, -0.38118], [0.97338, 2.35526, -0.20353], [0.11728, 0.69372, -1.46064], [2.69688, -1.40742, 0.25273], [-0.60095, 1.03588, 0.66203], [3.58739, 0.55027, 0.77491], [-0.59265, -1.67967, 0.17493], [0.25071, 1.30039, -0.37304], [-1.75421, -0.97767, -0.23304], [-1.85019, 0.40204, 0.42216], [2.63411, -0.15486, 0.22306], [0.99867, -1.10109, -0.81864], [-2.66150, -1.54116, 0.02972], [-0.68589, -2.12090, 1.02189], [-2.49533, 1.04645, -0.19337], [-2.28768, 0.30987, 1.42404], [-1.68875, -0.89678, -1.32202]], "atomic_forces_ev_per_a": [[-2.983, -0.769, 0.290], [2.014, -0.468, 0.333], [0.937, -0.064, 1.333], [-1.138, 2.284, -0.106], [1.429, 0.657, -0.221], [1.795, 0.929, 1.545], [0.615, -0.175, -0.306], [-2.415, 0.714, -1.409], [-0.637, 0.044, -0.080], [-0.319, -0.387, -0.116], [0.556, -2.755, -1.581], [-0.166, -0.146, 0.129], [0.213, 0.102, -0.150], [-0.105, 0.050, 0.100], [0.188, -0.111, 0.175], [0.119, 0.101, -0.266], [-0.102, -0.004, 0.332]], "lowdin_charge": [2.018, -0.201, -0.028, -0.075, 0.008, -0.319, -0.109, -0.750, -0.211, -0.127, -0.578, 0.708, 0.138, 0.120, 0.147, 0.139, 0.119], "orbital_gap_ev": [6.4, 6.9], "total_energy_ev": -31990.478, "total_charge": 1, "s2": 3.811, "lumo_ev": [-5.421, -5.109], "spin_multiplicity": 4}

{"formula": "C13H20HgO2", "method": "wB97M-V/def2-TZVPD", "symbols": ["Hg", "O", "O", "C", "C", "C", "C", "C", "C", "C", "C", "C", "C", "C", "C", "C", "H", "H", "H", "H", "H", "H", "H", "H", "H", "H", "H", "H", "H", "H", "H", "H", "H", "H", "H", "H"], "positions_angstrom": [[0.44176, -3.89452, 0.93743], [-0.67099, 0.03539, -3.67875], [-2.08596, -1.93065, -0.78031], [1.76947, -0.67999, 1.01022], [-0.70135, -1.68050, 1.36358], [-1.00779, -1.21864, -3.01786], [0.65924, 0.48345, -3.31985], [1.29052, 0.79779, 1.42217], [1.16926, 2.64092, 3.38778], [0.21124, 3.18666, 0.86504], [-2.16202, -1.00869, -1.89468], [0.59857, 1.76041, 0.39457], [0.56813, -1.54183, 0.33993], [-2.02765, -1.29023, 0.50328], [1.55883, 1.21809, 2.92344], [0.52376, 3.59935, 2.33972], [-0.27125, 3.92656, 0.14690], [0.38935, 1.49791, -0.70726], [-2.14777, -0.15673, 0.50670], [1.00800, -2.62230, 0.12898], [2.03572, 0.45589, 3.63032], [-0.57400, -1.04011, 2.30846], [0.66649, 1.63543, -3.39876], [0.98291, 0.18875, -2.25781], [1.48096, 0.08734, -4.03089], [-1.43196, -1.93432, -3.81036], [-0.06462, -1.74464, -2.60269], [1.39433, 2.95296, 4.46310], [2.54115, -0.51525, 0.15979], [2.30447, -1.22622, 1.85729], [0.30845, -1.00855, -0.64051], [0.26515, 4.66291, 2.66251], [-2.15862, 0.10051, -1.62792], [-3.15762, -1.23509, -2.44154], [-0.79083, -2.79764, 1.73379], [-2.91528, -1.70440, 1.12416]], "atomic_forces_ev_per_a": [[-0.289, -4.854, 0.887], [1.029, -1.167, 1.689], [0.941, 1.641, 0.939], [0.872, 1.261, -1.076], [-0.287, 1.627, -1.486], [-0.287, -0.954, -0.341], [0.727, 0.994, -0.511], [-0.639, 0.338, 0.874], [0.110, -2.410, -3.478], [1.906, -3.343, 1.874], [-0.504, 0.389, -2.321], [-0.028, 2.666, 2.864], [-0.026, 3.448, 1.616], [-1.263, -1.142, 1.962], [-2.010, 3.204, -1.470], [0.522, -2.338, -0.762], [0.786, -1.154, 1.172], [0.511, 0.208, 2.047], [0.436, -1.423, -0.322], [1.538, 3.058, -2.060], [-0.755, 1.343, -1.162], [-0.160, -0.972, -1.381], [-0.020, -1.845, 0.124], [-0.605, 0.307, -1.261], [-1.440, 0.447, 1.015], [0.689, 1.138, 1.089], [-1.403, 0.867, -0.472], [-0.450, -0.316, -1.844], [-1.100, -0.422, 1.357], [-0.887, 0.939, -0.995], [0.037, -1.498, 1.224], [0.382, -1.676, -0.474], [0.015, -1.495, 0.097], [1.547, 0.526, 1.072], [-1.198, 1.811, 0.515], [1.301, 0.797, -1.002]], "lowdin_charge": [1.298, -0.196, -0.179, -0.145, -0.191, -0.173, -0.111, -0.090, 0.017, 0.018, -0.142, 0.039, -0.244, -0.187, 0.038, 0.061, 0.123, 0.096, 0.143, -0.062, 0.123, 0.144, 0.116, 0.050, 0.120, 0.145, 0.116, 0.126, 0.148, 0.126, 0.097, 0.129, 0.134, 0.155, 0.005, 0.154], "orbital_gap_ev": 3.1, "total_energy_ev": -22045.723, "total_charge": 2, "lumo_ev": -12.180}

{"formula": "C12H3Br7", "method": "wB97M-V/def2-TZVPD", "symbols": ["Br", "Br", "Br", "Br", "Br", "Br", "Br", "C", "C", "C", "C", "C", "C", "C", "C", "C", "C", "C", "C", "H", "H", "H"], "positions_angstrom": [[-2.92706, -0.89915, 4.46785], [-1.74860, -1.20038, -2.12901], [1.04435, -2.51535, 0.74973], [-1.70691, 2.67392, 0.12592], [3.22543, 0.49724, -4.37773], [4.25093, 1.50021, -1.32746], [-3.43896, 1.96925, 2.90313], [2.03935, 0.35980, -2.84889], [0.73163, -0.13093, -2.96909], [1.62843, 0.67690, -0.42168], [-0.28593, -1.21782, 1.25606], [-0.50516, -0.03091, 0.54697], [-1.03130, -1.48779, 2.40541], [-2.17814, 0.65718, 2.18608], [-1.98393, -0.53890, 2.85279], [-1.43586, 0.92556, 1.00087], [-0.10069, -0.27491, -1.87208], [0.33519, 0.15876, -0.61923], [2.47776, 0.77418, -1.54520], [-0.79874, -2.36289, 2.98103], [0.42556, -0.44798, -3.95249], [1.98267, 0.91400, 0.58704]], "atomic_forces_ev_per_a": [[0.308, -0.173, -0.371], [0.338, 0.423, 0.224], [-0.609, 0.617, 0.095], [0.533, -1.725, 0.400], [-0.992, -0.179, 0.879], [-0.828, -0.356, 0.119], [0.901, -0.896, -0.612], [0.168, 0.597, 1.512], [1.089, -0.003, -0.639], [0.184, -0.320, -1.581], [-0.862, -0.138, 1.094], [-0.402, 0.241, 0.623], [-0.109, 1.098, -0.281], [-0.288, 1.089, -0.578], [0.598, -0.780, 0.141], [-0.400, 0.131, 0.676], [0.578, 0.231, -0.017], [0.487, 0.472, -0.710], [-0.044, -0.060, -0.575], [-0.243, -0.242, 0.185], [-0.224, -0.102, -0.058], [-0.182, 0.074, -0.527]], "lowdin_charge": [0.736, 0.801, 0.810, 0.709, 0.695, 0.696, 0.668, -0.647, -0.160, -0.071, -0.569, -0.326, -0.145, -0.678, -0.695, -0.541, -0.605, -0.346, -0.649, 0.090, 0.096, 0.132], "orbital_gap_ev": 9.1, "total_energy_ev": -502789.660, "total_charge": 0, "lumo_ev": -0.250, "smiles": "Brc1cc(Br)c(-c2c(Br)cc(Br)c(Br)c2Br)cc1Br"}

{"formula": "C27H31Br54NO6P2S2", "method": "wB97M-V/def2-TZVPD", "symbols": ["Br", "Br", "Br", "Br", "Br", "Br", "Br", "Br", "Br", "Br", "Br", "Br", "Br", "Br", "Br", "Br", "Br", "Br", "Br", "Br", "Br", "Br", "Br", "Br", "Br", "Br", "Br", "Br", "Br", "Br", "Br", "Br", "Br", "Br", "Br", "Br", "Br", "Br", "Br", "Br", "Br", "Br", "Br", "Br", "Br", "Br", "Br", "Br", "Br", "Br", "Br", "Br", "Br", "Br", "S", "S", "P", "P", "O", "O", "O", "O", "O", "O", "N", "C", "C", "C", "C", "C", "C", "C", "C", "C", "C", "C", "C", "C", "C", "C", "C", "C", "C", "C", "C", "C", "C", "C", "C", "C", "C", "C", "H", "H", "H", "H", "H", "H", "H", "H", "H", "H", "H", "H", "H", "H", "H", "H", "H", "H", "H", "H", "H", "H", "H", "H", "H", "H", "H", "H", "H", "H", "H"], "positions_angstrom": [[10.90112, -2.01598, -5.46736], [8.07901, 3.59075, 7.63295], [-9.84462, -8.42781, 3.15649], [-4.49068, 12.40387, 7.86566], [-5.03092, -16.73753, 5.43579], [14.08140, -2.00718, -1.99334], [-6.21114, 3.89954, -2.01352], [-11.98919, 6.37790, -1.98346], [4.09474, -1.54143, -0.12877], [3.84017, -0.40736, 5.17688], [-1.89540, 11.22949, 9.37221], [-9.75233, -5.48601, 1.84443], [-3.21719, -9.47550, -4.16768], [5.67820, 4.45988, -1.36010], [-2.20603, 8.46002, 6.06132], [10.95839, 4.92736, 7.07888], [-7.15705, -6.66039, 3.35099], [7.94944, 4.62971, 0.91956], [-0.52963, -7.70808, -3.97319], [-6.02533, -10.81228, 2.13698], [3.93245, 2.53444, 3.86482], [1.01769, 8.42406, 0.59095], [7.86487, -2.98218, -4.98545], [-6.65516, -15.78889, 8.05232], [6.24888, 0.40481, 1.26995], [4.70073, -4.27182, 3.11565], [6.52773, 1.36006, 5.37137], [11.04515, -2.97338, -1.51143], [8.87914, 4.51593, 4.65160], [-4.36520, -4.36563, -2.52935], [0.51583, 10.02896, 5.34419], [8.43368, 2.82527, -1.70610], [7.74216, -4.20647, 2.05279], [-6.82546, -11.73746, 5.11833], [-9.58136, 7.66848, -5.95646], [6.85487, -2.32558, 4.51436], [-3.33464, 4.13011, -0.57931], [-0.32652, 6.34856, -1.47543], [-10.54038, 4.77999, -7.01537], [-3.12491, -6.53369, -5.47974], [7.13617, -1.47608, -1.19162], [-9.11270, 6.60847, -0.54925], [-3.94609, -10.40085, 4.56426], [-3.50900, -6.71670, -0.49858], [-3.68671, -14.66202, 7.50217], [-3.63597, 2.47817, -3.32974], [-4.58297, 9.46207, 9.17772], [-9.41402, 4.95653, -3.29968], [12.00417, -0.08489, -0.45252], [-7.50413, 5.74619, -7.49728], [-1.95076, 7.29720, 1.14110], [8.82389, -0.09370, -3.92654], [0.27526, 6.86934, 4.75842], [-6.44322, -5.40026, -0.29427], [-1.56987, -1.21392, -4.66795], [0.80463, -2.88420, -0.24855], [-0.75427, -3.06714, -1.46349], [-1.79769, -0.34575, -0.48259], [-1.14245, -2.61797, -5.18661], [-2.02907, -3.75563, -0.45152], [-3.32938, 0.03456, -0.56801], [-0.22039, -4.15388, -2.73143], [-2.20298, -1.20213, -3.08536], [-2.75535, -0.76630, -5.60954], [2.66841, 0.84829, -3.18072], [5.69017, -0.45764, -0.38182], [9.04412, -1.46500, -5.28851], [0.26845, -0.57630, -2.44961], [-5.34346, -15.29533, 6.70334], [-0.22081, 0.10881, -4.95150], [6.29616, -3.18803, 2.86260], [1.23481, 3.24519, -3.59558], [-3.83900, 11.25565, 9.29423], [9.08624, 4.85888, 6.55516], [-5.81824, -10.46933, 4.04053], [-4.50353, 3.03019, -1.67849], [4.58414, 1.38623, 5.29340], [7.58539, 4.41802, -0.97956], [-10.28158, 5.50856, -1.64843], [0.04639, 0.75732, -3.43438], [-4.97169, -5.88156, -1.47193], [-1.15437, -1.29429, -2.05800], [2.51617, 4.24933, -3.52703], [3.80775, 1.80601, -3.12022], [12.22440, -1.45619, -1.81448], [3.87891, 3.40350, -3.23969], [1.45031, 1.67279, -3.39614], [-0.67276, 8.56437, 4.86863], [-2.47322, -7.68191, -4.05116], [-0.63906, 7.79076, -0.20788], [-9.10065, -6.63422, 3.27301], [-9.36113, 6.29718, -7.31843], [-2.82524, -7.25037, -3.10836], [0.74449, -0.51970, -5.26100], [0.15977, 3.68201, -3.78946], [6.03316, -2.39128, 2.15900], [-5.76601, -14.45842, 6.13761], [8.66345, 5.85014, 6.74930], [-9.45267, -6.20269, 4.21581], [0.73164, -0.17361, -1.43831], [0.73496, -3.84603, -2.91477], [-4.71479, 2.11950, -1.10837], [-0.89265, 1.36200, -3.06141], [-4.19102, 11.68719, 10.23704], [-5.35569, -6.62839, -2.17466], [-1.06055, 8.77951, 3.86745], [4.86222, 1.26795, -2.94749], [8.75006, -1.01726, -6.24353], [-1.05419, 0.91600, -0.40633], [-1.06161, 8.62767, -0.77361], [2.46031, 5.41248, -3.64104], [11.93034, -1.00845, -2.76951], [-1.42032, -1.10269, 0.68343], [-6.24102, -9.47807, 4.23468], [-1.64045, -3.85464, 0.48556], [-9.65519, 6.74492, -8.27346], [4.90769, 3.96641, -3.12363], [5.42717, 0.33911, -1.08542], [-0.52868, 0.91093, -5.74581], [8.03195, 5.27855, -1.48858], [-10.49284, 4.59786, -1.07832], [4.23212, 1.81776, 6.23620], [0.98170, -1.37532, -2.93191]], "atomic_forces_ev_per_a": [[-0.437, 0.129, 0.101], [0.413, 0.427, -0.182], [0.261, 0.435, -0.012], [0.193, -0.338, 0.321], [-0.064, 0.344, 0.367], [-0.483, 0.115, 0.079], [0.507, -0.160, -0.004], [0.456, -0.173, 0.036], [0.395, 0.263, -0.050], [0.066, 0.537, -0.026], [-0.502, -0.029, -0.086], [0.226, -0.320, 0.316], [0.182, 0.417, 0.020], [1.640, 0.376, 1.680], [0.419, 0.051, -0.239], [-0.486, -0.074, -0.165], [-0.436, -0.033, -0.054], [-0.107, -0.107, -0.447], [-0.519, -0.028, -0.040], [0.066, 0.063, 0.530], [0.201, -0.282, 0.300], [-0.421, -0.215, -0.143], [0.350, 0.407, 0.009], [0.352, 0.092, -0.318], [-0.110, -0.220, -0.315], [0.402, 0.265, -0.035], [-0.589, -0.069, -0.223], [0.279, 0.392, -0.040], [0.083, 0.000, 0.444], [-0.244, -0.349, 0.186], [-0.287, -0.382, -0.069], [-0.296, 0.324, 0.239], [-0.363, 0.228, 0.229], [0.222, 0.252, -0.242], [0.065, -0.319, -0.365], [0.000, -0.388, -0.491], [-0.243, -0.236, -0.304], [-0.019, 0.309, 0.367], [0.322, 0.361, -0.045], [0.228, -0.369, 0.312], [-0.442, 0.189, 0.435], [-0.280, -0.242, -0.320], [-0.480, -0.076, -0.138], [-0.349, 0.092, -0.132], [-0.431, -0.201, -0.191], [-0.201, 0.147, 0.319], [0.210, 0.419, -0.032], [-0.243, 0.144, 0.469], [0.026, -0.371, -0.316], [-0.470, 0.107, 0.122], [0.356, 0.057, -0.295], [0.218, -0.298, -0.450], [-0.221, 0.429, 0.061], [0.420, -0.128, -0.273], [-4.525, -2.715, -7.638], [-0.859, 0.186, -0.513], [1.761, -2.648, 1.782], [-4.720, 1.971, -0.308], [-0.281, 4.799, 3.312], [2.420, 1.360, -1.375], [4.378, -1.356, 0.201], [-0.524, 2.734, 1.868], [2.512, 0.280, -0.843], [4.089, -0.720, 4.439], [-0.269, 7.983, -0.688], [-0.042, 0.107, -0.153], [-0.081, 0.040, -0.256], [0.189, 0.686, 0.312], [-0.064, 0.179, -0.136], [1.585, 0.390, 1.920], [-0.005, 0.144, -0.105], [3.593, -0.539, 0.597], [-0.031, 0.125, 0.194], [-0.088, 0.241, 0.127], [-0.016, 0.223, -0.059], [-0.153, -0.265, 0.248], [-0.107, -0.019, 0.200], [0.251, 0.359, 0.187], [-0.023, -0.217, 0.122], [0.888, -0.920, -0.089], [-0.118, 0.045, -0.171], [0.427, 0.269, 0.038], [0.223, -5.920, 0.737], [-0.455, 0.822, -0.123], [-0.085, 0.105, -0.183], [-4.087, -1.200, -1.260], [-0.387, 0.693, -0.176], [-0.116, 0.024, -0.208], [-0.056, 0.201, 0.065], [-0.054, 0.238, -0.130], [-0.139, 0.056, 0.215], [-0.073, 0.130, -0.204], [0.224, -0.194, -0.405], [-2.245, 1.393, 0.601], [2.319, -1.189, 0.484], [0.091, -0.318, 0.304], [0.214, -0.365, 0.244], [0.194, -0.466, -0.102], [0.172, -0.196, -0.443], [-0.721, -1.145, -2.218], [-1.964, -0.658, 0.525], [0.234, 0.281, -0.274], [1.928, -1.049, -0.871], [0.156, -0.212, -0.445], [0.173, 0.311, 0.308], [0.195, -0.109, 0.420], [-2.537, 1.332, -0.473], [0.144, -0.203, 0.448], [-0.022, -1.298, -0.210], [0.186, -0.398, 0.260], [0.107, -2.575, 0.247], [0.102, -0.212, 0.405], [0.027, 0.319, -0.871], [0.141, -0.441, -0.085], [-0.268, 0.252, -2.130], [0.139, -0.218, 0.451], [-2.885, -1.859, -1.323], [0.110, -0.343, 0.369], [0.136, -1.968, 1.516], [-0.197, -0.401, 0.224], [0.098, 0.429, -0.261], [0.173, -0.188, -0.443], [-1.219, 1.850, 0.908]], "lowdin_charge": [0.580, 0.534, 0.560, 0.550, 0.552, 0.559, 0.545, 0.557, 0.553, 0.542, 0.543, 0.553, 0.549, 0.734, 0.540, 0.562, 0.554, 0.553, 0.562, 0.547, 0.544, 0.559, 0.565, 0.547, 0.567, 0.547, 0.501, 0.532, 0.526, 0.612, 0.550, 0.552, 0.550, 0.565, 0.534, 0.519, 0.517, 0.531, 0.540, 0.551, 0.522, 0.551, 0.558, 0.607, 0.546, 0.589, 0.538, 0.506, 0.554, 0.553, 0.558, 0.497, 0.535, 0.553, 0.819, 0.257, 0.457, 0.817, -0.350, -0.378, -0.483, -0.289, -0.302, -0.379, 0.067, -1.560, -1.568, -0.231, -1.612, -0.138, -1.599, -0.008, -1.603, -1.592, -1.605, -1.581, -1.569, -1.539, -1.586, -0.242, -1.557, -0.620, -0.009, -0.092, -1.617, -0.168, -0.169, -1.609, -1.614, -1.582, -1.586, -1.599, -0.115, 0.141, 0.100, -0.101, -0.078, -0.022, -0.022, 0.099, 0.086, -0.041, 0.097, -0.025, -0.018, -0.059, 0.107, -0.021, 0.048, -0.019, 0.099, -0.077, 0.009, -0.073, 0.078, -0.026, -0.077, -0.065, 0.134, -0.018, -0.021, -0.021, 0.118], "orbital_gap_ev": 8.5, "total_energy_ev": -3864803.330, "total_charge": 0, "lumo_ev": -1.060}

| no. | molecular weight (u) |
| --- | --- |
| 1 | 300.26 |
| 2 | 408.89 |
| 3 | 706.48 |
| 4 | 4906.44 |